DFT (ωB97M-V/def2-TZVPD) results for a structure of composition C40H47BrEuN7O5S2 at a distorted geometry.

Geometry as XYZ:
```
103
Properties=species:S:1:pos:R:3:forces:R:3:lowdin_spin:R:1
Eu -0.263 -0.536 0.675 0.853 0.603 -0.660 6.05
C 0.129 4.112 -3.013 0.084 0.171 -0.149 0.00
N 0.100 3.134 -1.951 -0.068 0.107 0.043 0.00
C -1.127 2.382 -1.884 -0.076 -0.279 0.298 0.00
C 1.221 2.743 -1.290 0.125 -0.070 0.000 0.00
N 1.259 1.628 -0.623 -0.286 0.051 -0.084 0.00
C 2.344 1.424 0.254 0.351 0.669 0.167 0.00
C 2.672 2.414 1.163 -0.313 -0.390 -0.161 0.00
C 3.753 2.279 2.036 0.270 -0.097 0.128 0.00
C 4.488 1.130 2.039 -0.061 0.174 0.097 0.00
C 4.121 0.045 1.217 -0.084 -0.005 -0.182 0.00
C 4.748 -1.204 1.392 0.025 -0.185 -0.004 0.00
C 4.318 -2.300 0.702 0.128 0.129 0.105 0.00
C 3.299 -2.170 -0.240 -0.306 0.354 -0.082 0.00
C 2.691 -0.953 -0.495 0.578 -0.520 -0.132 0.00
N 1.651 -0.912 -1.446 -0.172 -0.110 -0.055 0.00
C 1.894 -1.456 -2.601 0.163 0.220 0.014 0.00
N 0.892 -1.811 -3.448 -0.023 -0.161 0.059 0.00
C 1.069 -1.882 -4.877 0.047 0.033 -0.169 0.00
C -0.460 -1.973 -2.985 -0.125 0.002 0.306 0.00
N 3.157 -1.688 -3.152 -0.045 -0.066 0.309 0.00
C 4.293 -0.855 -2.841 0.112 0.111 -0.111 0.00
C 3.511 -3.052 -3.490 0.041 0.001 -0.119 0.00
C 3.065 0.191 0.272 -0.093 -0.052 -0.091 0.00
N 2.278 3.646 -1.452 0.003 -0.048 0.260 0.00
C 3.641 3.218 -1.637 0.083 -0.018 -0.113 0.00
C 2.135 4.993 -0.942 0.034 -0.013 -0.099 0.00
H -0.328 3.690 -3.911 -0.002 0.026 -0.028 0.00
H 1.152 4.396 -3.239 -0.058 0.001 -0.078 0.00
H -0.431 5.007 -2.725 -0.017 0.018 -0.093 0.00
H -1.936 3.003 -2.267 -0.018 -0.026 0.045 0.00
H -1.356 2.100 -0.858 0.010 0.123 -0.153 0.00
H -1.067 1.460 -2.470 -0.010 0.079 -0.022 0.00
H 2.061 3.303 1.223 -0.043 0.107 -0.124 0.00
H 3.994 3.087 2.709 0.042 0.081 0.101 0.00
H 5.323 1.010 2.713 0.060 -0.029 0.100 0.00
H 5.522 -1.299 2.138 0.123 0.050 0.086 0.00
H 4.747 -3.275 0.887 0.062 -0.062 0.039 0.00
H 2.916 -3.049 -0.735 0.007 -0.003 -0.077 0.00
H 2.054 -1.513 -5.147 -0.061 -0.009 -0.052 0.00
H 0.313 -1.269 -5.373 -0.032 0.014 -0.011 0.00
H 0.963 -2.909 -5.241 -0.007 -0.001 -0.021 0.00
H -0.450 -2.287 -1.940 -0.049 -0.019 -0.144 0.00
H -0.957 -2.746 -3.573 -0.004 -0.038 -0.012 0.00
H -1.036 -1.047 -3.066 -0.005 -0.005 -0.015 0.00
H 3.952 0.132 -2.541 0.048 0.023 0.004 0.00
H 4.899 -0.761 -3.748 0.013 0.066 0.032 0.00
H 4.923 -1.267 -2.045 -0.046 0.041 -0.004 0.00
H 2.619 -3.671 -3.529 -0.011 -0.041 -0.046 0.00
H 4.187 -3.474 -2.738 -0.012 0.021 0.028 0.00
H 4.019 -3.086 -4.459 -0.024 -0.052 -0.027 0.00
H 3.653 2.194 -1.997 0.070 -0.042 0.006 0.00
H 4.243 3.280 -0.724 -0.045 -0.040 -0.024 0.00
H 4.097 3.861 -2.399 0.045 -0.081 0.023 0.00
H 1.100 5.181 -0.668 -0.048 0.064 -0.015 0.00
H 2.447 5.726 -1.694 -0.048 0.041 0.026 0.00
H 2.759 5.139 -0.052 0.001 -0.028 0.021 0.00
C -6.054 -0.014 3.334 -0.010 -0.056 -0.073 0.00
C -4.811 0.725 2.962 0.251 0.121 0.112 0.00
C -4.750 2.111 2.903 0.180 -0.258 -0.014 0.00
C -3.559 2.744 2.569 0.120 -0.001 -0.088 0.00
C -2.499 1.916 2.270 0.355 -0.130 0.008 0.00
Br -0.725 2.544 1.860 -0.321 0.356 0.094 0.00
N -2.538 0.606 2.261 0.210 0.413 -0.138 0.00
C -3.660 0.015 2.625 -0.333 0.262 0.455 0.00
H -6.843 0.666 3.643 -0.075 0.010 0.041 0.00
H -5.855 -0.718 4.140 -0.061 -0.033 0.042 0.00
H -6.400 -0.581 2.470 -0.132 -0.086 -0.017 0.00
H -5.627 2.700 3.130 -0.082 0.067 0.036 0.00
H -3.470 3.817 2.533 0.035 0.107 0.016 0.00
H -3.632 -1.064 2.639 -0.091 -0.079 -0.026 0.00
O -0.517 -0.943 3.088 0.127 -0.278 -0.378 -0.01
C 0.576 -1.437 2.748 0.452 -0.823 2.325 0.00
O 1.358 -0.779 1.997 1.776 0.141 0.982 -0.01
C 0.930 -2.842 3.078 -0.024 -0.279 -0.298 0.00
C 1.269 -3.242 4.357 0.012 0.025 0.052 0.00
C 1.553 -4.572 4.617 0.018 0.015 0.102 0.00
C 1.505 -5.491 3.578 0.079 -0.110 0.088 0.00
C 1.170 -5.095 2.299 -0.011 0.139 -0.023 0.00
C 0.855 -3.762 2.017 0.184 -0.037 0.340 0.00
S 0.375 -3.295 0.409 -0.376 0.024 -0.357 -0.01
H 1.318 -2.504 5.145 -0.052 0.048 0.110 0.00
H 1.801 -4.891 5.618 0.056 -0.006 0.052 0.00
H 1.737 -6.530 3.772 -0.006 -0.049 -0.005 0.00
H 1.137 -5.811 1.492 -0.039 -0.104 -0.081 0.00
C -5.072 -4.879 -4.313 0.008 0.021 0.001 0.00
C -4.459 -3.941 -3.320 0.111 -0.054 0.041 0.00
C -4.390 -2.579 -3.608 0.094 0.099 0.112 0.00
C -3.862 -1.693 -2.690 -0.094 0.163 -0.135 0.00
C -3.397 -2.166 -1.478 0.280 0.121 0.384 0.00
C -3.429 -3.513 -1.183 0.159 -0.013 0.191 0.00
C -3.956 -4.399 -2.109 -0.074 0.132 -0.085 0.00
S -2.866 -0.993 -0.255 -2.848 -0.141 -0.986 0.00
O -1.768 -0.189 -0.851 -1.189 0.280 -1.376 -0.01
O -4.027 -0.184 0.043 0.413 -0.430 -0.484 0.00
O -2.297 -1.752 0.852 -0.112 -0.221 0.117 0.00
H -4.572 -4.796 -5.277 0.002 -0.049 -0.084 0.00
H -6.121 -4.630 -4.462 -0.094 -0.043 -0.057 0.00
H -5.007 -5.908 -3.972 -0.009 -0.103 -0.019 0.00
H -4.760 -2.217 -4.556 -0.049 0.056 -0.098 0.00
H -3.809 -0.632 -2.882 -0.091 0.140 -0.168 0.00
H -3.036 -3.847 -0.236 0.081 -0.131 0.117 0.00
H -3.981 -5.454 -1.881 -0.015 -0.120 0.022 0.00
```
Forces are in eV/Å.

As for the total energy: -173955.415 eV. The HOMO-LUMO gap (alpha / beta) is 6.2 / 6.8 eV. As for the HOMO energy (alpha / beta): -6.40 / -6.41 eV. The calculation puts the LUMO energy (alpha / beta) at -0.18 / 0.40 eV. Its spin multiplicity is 7.